114
Properties=species:S:1:pos:R:3:forces:R:3:mulliken_charge:R:1 method="wB97M-V/def2-TZVPD" energy_ha=-4575.4661 homo_energy_ev=-9.33 max_force_ev_per_a=4.2 smiles="CCOS(C)(=O)=O.CCOS(C)(=O)=O.CCOS(C)(=O)=O.CCOS(C)(=O)=O.CCOS(C)(=O)=O.c1ccncc1.c1ccncc1.c1ccncc1.CO"
N -4.971344 -0.882908 1.094389 0.359 0.292 -0.988 -0.30
C -4.525398 0.267991 0.499062 -1.889 -1.585 -0.539 -0.32
C -4.836006 0.539475 -0.839233 0.146 0.406 -1.021 0.05
C -5.552590 -0.331864 -1.655434 1.154 -0.731 2.505 -0.57
C -5.876708 -1.549515 -1.025329 -1.204 0.687 -1.689 -0.41
C -5.624877 -1.795993 0.309425 0.932 1.916 0.413 -0.63
H -4.069408 1.043797 1.096234 0.251 -0.248 0.231 0.43
H -4.526820 1.429200 -1.367624 0.311 0.434 0.662 0.43
H -5.744523 -0.059992 -2.682881 -0.229 -0.310 0.005 0.45
H -6.510799 -2.162297 -1.648890 0.086 -0.836 0.357 0.45
H -5.990494 -2.686066 0.799822 0.059 -0.095 0.039 0.44
N 3.816920 -3.090191 4.544717 -0.735 0.976 -1.455 -0.62
C 3.919810 -3.114364 3.179741 -0.674 -0.274 1.137 -0.83
C 2.957138 -2.601283 2.296362 0.146 0.012 1.603 -0.41
C 1.864051 -2.000120 2.912986 0.641 1.231 -1.152 1.43
C 1.797460 -1.833861 4.285317 -0.978 0.783 -1.275 -0.48
C 2.758070 -2.381775 5.042685 2.015 -2.111 0.711 -0.59
H 4.774993 -3.623044 2.759859 0.256 -0.043 0.187 0.43
H 3.121630 -2.629881 1.229348 -0.164 -0.080 -0.010 0.59
H 1.211678 -1.401404 2.294647 -0.547 -0.369 -0.145 -0.39
H 1.041560 -1.190578 4.710996 -0.231 -0.206 0.143 0.38
H 2.658866 -2.372685 6.118077 0.313 0.143 0.209 0.37
N -2.179142 0.274872 -5.823181 -0.875 -2.800 0.429 -0.62
C -1.658509 0.809790 -4.704093 -0.263 0.491 -1.536 -0.18
C -1.773030 0.302744 -3.446226 -0.461 -1.259 0.656 0.20
C -2.368938 -0.957524 -3.332931 0.367 0.263 0.712 -0.29
C -2.885379 -1.612908 -4.422822 0.471 0.586 -1.643 -0.70
C -2.784412 -0.978048 -5.686421 0.725 2.096 1.467 -0.57
H -1.108579 1.720470 -4.890188 -0.021 0.284 0.128 0.19
H -1.394150 0.800732 -2.565967 0.191 0.009 -0.037 0.24
H -2.354955 -1.470131 -2.382431 -0.148 0.148 0.293 0.72
H -3.269097 -2.618793 -4.337043 -0.200 -0.014 -0.037 0.48
H -3.238897 -1.440001 -6.550401 0.193 0.197 -0.282 0.40
C -1.112022 -0.013892 0.760549 1.253 -0.677 -0.462 0.49
O -0.329820 -0.324686 -0.414528 -0.724 1.076 -0.172 1.26
H -2.049956 -0.567976 0.797371 0.016 -0.072 -0.031 -0.33
H -0.493134 -0.279822 1.617503 -0.344 0.085 0.333 -0.42
H -1.311306 1.057461 0.784801 0.051 -0.025 -0.210 0.18
H 0.127908 -1.165944 -0.348386 -0.198 -0.315 0.400 -0.33
O 2.505762 -4.574344 -0.413431 -1.606 0.997 -0.870 -0.68
S 1.163691 -4.228016 -0.844136 0.191 -2.452 -0.088 0.86
O 0.498633 -3.021670 -0.393488 0.663 -0.683 -0.788 -0.79
O 1.092185 -4.444394 -2.491261 0.351 0.780 1.714 -0.43
C 0.146821 -3.619587 -3.179830 0.051 0.890 -0.900 -0.35
C 0.749322 -2.248937 -3.502812 -0.362 0.701 0.200 -0.60
C 0.129941 -5.673554 -0.477146 0.300 0.552 0.392 -1.01
H -0.798415 -3.578285 -2.638595 0.036 0.211 0.201 0.20
H -0.080693 -4.102463 -4.130179 0.252 -0.427 0.150 0.44
H 0.528058 -1.472596 -2.770394 0.137 -0.292 0.515 -0.22
H 0.323294 -1.788862 -4.394393 -0.034 -0.457 -0.344 0.40
H 1.831217 -2.299449 -3.625550 -0.052 -0.227 -0.045 0.42
H -0.895971 -5.515732 -0.809870 0.133 0.136 -0.091 0.26
H 0.148711 -5.817381 0.603159 0.011 0.088 -0.010 0.31
H 0.582358 -6.525868 -0.984086 0.004 0.198 0.018 0.44
O -3.010691 3.216775 -0.676879 3.192 0.627 -0.720 -0.56
S -1.680188 3.789387 -0.972281 0.630 0.458 -1.341 1.02
O -0.407972 3.365456 -0.361535 -2.449 0.378 -0.457 -0.42
O -1.419598 3.752515 -2.616306 -0.407 0.018 1.509 -0.32
C -0.113220 4.182900 -3.172119 -0.449 -0.578 -0.623 0.06
C -0.411145 4.749288 -4.550355 -1.477 0.302 -0.251 -1.29
C -1.868604 5.583214 -0.817314 -0.167 -1.158 0.456 -1.15
H 0.442906 3.255017 -3.305776 0.300 0.179 0.371 0.13
H 0.440857 4.889840 -2.554590 -0.281 -0.162 0.328 0.46
H 0.366503 5.329789 -5.046730 0.375 -0.579 0.183 0.39
H -1.267873 5.423120 -4.558776 0.002 0.455 0.714 0.32
H -0.860100 3.982884 -5.182146 0.757 -0.328 -0.254 0.26
H -1.037993 6.111953 -1.284883 -0.081 -0.167 0.153 0.34
H -1.907446 5.707126 0.264918 -0.017 0.471 -0.081 0.41
H -2.828976 5.799809 -1.285167 0.162 0.128 0.092 0.38
O -0.545734 -4.112960 2.572099 -1.975 0.361 1.130 -0.50
S -1.840218 -3.751851 3.154104 0.473 -0.617 1.124 1.09
O -2.287266 -4.209444 4.498433 1.006 0.722 -3.217 -0.69
O -1.823615 -2.106782 3.203068 1.297 -3.575 -1.722 -0.05
C -2.724830 -1.519885 4.060712 -0.150 1.379 1.601 -0.43
C -2.169935 -0.130612 4.110862 -1.191 1.925 -0.216 -0.71
C -3.080310 -4.084953 1.817543 1.230 1.194 1.072 -0.60
H -2.582744 -1.870725 5.082876 -0.499 -0.687 -0.122 0.33
H -3.735259 -1.654894 3.674820 -0.161 0.391 0.279 0.38
H -2.310043 0.407434 3.173317 0.452 -0.291 -0.404 -0.04
H -1.121114 -0.132018 4.407625 -0.146 -0.089 -0.045 0.05
H -2.734984 0.534990 4.763391 0.033 -0.283 0.604 0.53
H -4.009455 -3.597501 2.112804 -0.083 -0.423 -0.059 0.26
H -3.107680 -5.143359 1.558446 -0.104 0.186 0.325 0.48
H -2.598220 -3.484170 1.046345 -0.255 -0.187 -0.363 -0.04
O 5.414269 -1.551880 -0.754463 0.410 1.424 -0.753 -0.54
S 5.838213 -0.249896 -1.246534 0.186 0.679 0.235 1.12
O 6.752636 -0.096864 -2.369136 -1.475 -0.332 1.478 -0.63
O 4.517721 0.659459 -1.607184 1.791 -1.123 -0.245 -0.49
C 3.374177 0.472456 -0.793067 -1.100 0.869 0.324 0.43
C 2.585017 1.752783 -0.882741 -0.543 0.521 0.069 -0.64
C 6.517077 0.696323 0.169539 -0.465 -0.570 -0.218 -0.82
H 3.624473 0.393293 0.264856 0.298 -0.602 -0.011 0.29
H 2.752046 -0.353329 -1.138219 0.359 -0.294 0.103 -0.02
H 2.203046 1.986421 -1.876528 0.215 -0.171 -0.174 0.36
H 3.187908 2.587385 -0.524871 0.034 -0.021 -0.100 0.22
H 1.701061 1.683057 -0.248825 -0.042 -0.123 0.049 -0.22
H 6.745595 1.727370 -0.100328 0.271 -0.329 -0.335 0.30
H 7.356680 0.093207 0.515116 0.221 0.298 -0.219 0.41
H 5.824433 0.752583 1.009280 -0.344 -0.271 -0.266 0.21
O 4.689362 5.091295 3.156061 -2.375 -1.779 -2.371 -0.65
S 3.852642 4.295065 2.217544 0.422 1.153 2.509 1.03
O 4.526743 3.484432 1.226927 -0.852 0.054 0.937 -0.49
O 2.802847 3.464727 3.266823 2.031 1.182 -1.093 -0.49
C 1.994024 2.411603 2.752465 -0.260 -0.053 -0.480 1.22
C 0.890012 2.100276 3.720625 -0.623 -0.232 0.751 -1.05
C 2.625979 5.340467 1.343451 0.391 -0.714 0.228 -0.59
H 2.584003 1.516058 2.557462 0.220 0.051 0.012 0.08
H 1.552273 2.750680 1.815454 -0.086 -0.173 -0.209 -0.41
H 1.178547 1.907181 4.753860 0.670 -0.024 -0.093 0.47
H 0.397020 1.181704 3.402391 -0.112 0.079 -0.234 -0.21
H 0.136315 2.880858 3.824231 0.010 0.147 -0.432 0.38
H 1.884545 5.687027 2.063362 0.487 0.423 0.064 0.35
H 2.073141 4.771027 0.596312 0.289 -0.439 0.048 -0.04
H 3.218438 6.085039 0.811764 -0.175 0.239 0.368 0.43